1.
12
Properties=species:S:1:pos:R:3 method="wB97M-V/def2-TZVPD" gap_ev="8.1 / 8.1" e_above_lowest_kj_mol=610.9 fmax_ha_per_bohr=0.044 e_lumo_ev="0.21 / 0.21" e_homo_ev="-7.89 / -7.89"
C -0.114 1.357 0.371
C 1.424 -0.475 -0.419
N -0.519 -1.363 0.412
N -1.016 0.662 1.011
N -1.629 -0.407 0.346
N 0.230 -1.042 -0.625
H -2.345 -0.777 0.968
H -0.278 -0.669 -1.437
H 0.033 1.527 -0.697
H 0.238 2.228 0.906
H 1.962 -0.797 0.458
H 2.013 -0.244 -1.296

2.
12
Properties=species:S:1:pos:R:3 method="wB97M-V/def2-TZVPD" gap_ev=8.8 e_above_lowest_kj_mol=193.9 fmax_ha_per_bohr=0.080 e_lumo_ev=0.98 smiles=Cc1ncc[nH]1 e_homo_ev=-7.79
C -1.882 0.244 0.054
C -0.438 0.345 -0.201
N 0.325 1.300 -0.504
C 1.567 0.808 0.009
C 1.638 -0.562 0.088
N 0.403 -1.087 0.015
H -2.327 1.236 0.112
H -2.052 -0.293 0.988
H -2.350 -0.330 -0.748
H 2.307 1.536 0.286
H 2.546 -1.144 0.151
H 0.264 -2.053 -0.251

3.
21
Properties=species:S:1:pos:R:3 method="wB97M-V/def2-TZVPD" gap_ev=11.4 e_above_lowest_kj_mol=64.5 fmax_ha_per_bohr=0.007 e_lumo_ev=1.13 smiles=C[C@@H]1[C@H](C)C[C@@H]1C e_homo_ev=-10.25
C 1.540 -0.501 -0.412
C 0.216 0.129 -0.842
C -0.266 1.266 0.099
C 0.739 2.165 0.797
C -1.058 0.196 0.892
C -1.034 -0.667 -0.397
C -0.949 -2.187 -0.419
H 1.730 -1.438 -0.950
H 1.566 -0.729 0.662
H 2.368 0.184 -0.625
H 0.252 0.352 -1.918
H -0.984 1.884 -0.455
H 1.452 1.589 1.397
H 1.310 2.750 0.066
H 0.230 2.869 1.464
H -2.030 0.477 1.314
H -0.444 -0.242 1.690
H -1.882 -0.351 -1.020
H -0.565 -2.502 -1.404
H -0.259 -2.580 0.342
H -1.930 -2.664 -0.280

4.
157
Properties=species:S:1:pos:R:3 method="wB97M-V/def2-TZVPD" gap_ev=7.0 total_charge=-1 fmax_ha_per_bohr=0.026 e_lumo_ev=1.49 e_homo_ev=-5.48
C 2.323 3.192 3.605
C 0.975 2.889 2.919
O 0.216 1.856 3.521
C 0.939 0.628 3.638
C 0.058 -0.556 3.229
O 0.718 -1.336 2.242
C -0.168 -1.766 1.213
C 0.369 -3.012 0.533
O 1.702 -2.861 0.114
C 1.972 -3.604 -1.093
Ga 3.936 -3.371 -1.640
C 4.804 -5.136 -2.273
P 4.944 -6.404 -1.050
O 4.373 -7.739 -1.384
O 4.247 -5.861 0.305
O 6.533 -6.590 -0.752
H 3.132 3.022 2.907
H 2.487 2.581 4.492
H 2.359 4.232 3.920
H 0.351 3.783 2.939
H 1.155 2.675 1.863
H 1.252 0.538 4.678
H 1.838 0.608 3.030
H -0.177 -1.170 4.104
H -0.861 -0.115 2.827
H -0.288 -0.976 0.459
H -1.145 -1.970 1.644
H 0.306 -3.857 1.235
H -0.271 -3.250 -0.326
H 1.348 -3.173 -1.894
H 1.656 -4.649 -0.975
H 4.750 -2.781 -0.381
H 4.005 -2.313 -2.865
H 4.232 -5.583 -3.083
H 5.803 -4.896 -2.633
H 4.230 -6.614 0.910
H 6.689 -7.529 -0.597
C -2.831 -2.533 -2.421
C -4.186 -3.183 -2.227
O -4.203 -3.411 -0.804
C -3.359 -2.537 -0.228
O -3.269 -2.351 0.948
O -2.621 -1.894 -1.153
H -2.813 -1.795 -3.218
H -2.032 -3.258 -2.584
H -5.009 -2.516 -2.481
H -4.302 -4.116 -2.761
C -7.035 -2.880 -6.952
C -6.545 -1.845 -5.962
O -6.144 -2.659 -4.854
C -5.886 -3.897 -5.297
O -5.417 -4.775 -4.636
O -6.261 -4.038 -6.587
H -6.850 -2.612 -7.988
H -8.093 -3.111 -6.818
H -5.674 -1.297 -6.323
H -7.315 -1.144 -5.652
C -4.181 -0.797 3.946
C -3.508 0.288 4.761
O -4.405 0.427 5.874
C -5.094 -0.728 6.012
O -5.798 -0.991 6.934
O -4.882 -1.541 4.952
H -3.479 -1.432 3.412
H -4.909 -0.398 3.237
H -2.528 -0.013 5.133
H -3.411 1.233 4.234
C 3.534 1.278 0.232
C 3.542 1.131 -1.270
O 2.801 2.295 -1.692
C 2.887 3.219 -0.726
O 2.523 4.355 -0.842
O 3.439 2.713 0.391
H 4.434 0.903 0.712
H 2.666 0.813 0.690
H 4.544 1.191 -1.691
H 3.061 0.223 -1.614
C 5.893 4.691 0.817
C 6.469 6.020 1.253
O 5.720 6.306 2.440
C 5.253 5.143 2.946
O 4.713 5.044 4.013
O 5.468 4.124 2.065
H 6.623 4.045 0.336
H 5.025 4.800 0.165
H 7.525 5.954 1.516
H 6.335 6.812 0.522
C -7.307 -2.653 0.419
C -8.417 -3.611 0.028
O -8.875 -3.053 -1.213
C -7.877 -2.306 -1.739
O -7.898 -1.841 -2.832
O -6.867 -2.173 -0.859
H -6.483 -3.129 0.943
H -7.668 -1.808 1.006
H -8.038 -4.617 -0.163
H -9.232 -3.663 0.745
C -7.994 -7.844 -5.545
C -8.159 -6.648 -4.633
O -9.161 -7.106 -3.713
C -9.133 -8.459 -3.693
O -9.727 -9.135 -2.916
O -8.339 -8.934 -4.681
H -6.981 -7.960 -5.921
H -8.691 -7.830 -6.385
H -7.247 -6.416 -4.083
H -8.502 -5.755 -5.149
C 3.835 3.050 7.513
C 2.796 3.341 8.578
O 1.659 2.616 8.102
C 2.099 1.623 7.290
O 1.420 0.760 6.840
O 3.420 1.768 7.035
H 4.849 2.996 7.900
H 3.802 3.761 6.685
H 3.079 2.947 9.557
H 2.555 4.397 8.672
C 0.833 4.395 -3.772
C 0.005 5.661 -3.773
O -0.727 5.549 -5.000
C -0.793 4.236 -5.334
O -1.472 3.799 -6.207
O 0.013 3.501 -4.540
H 1.011 3.999 -2.778
H 1.789 4.520 -4.283
H -0.703 5.695 -2.943
H 0.602 6.569 -3.771
C 10.049 8.928 3.950
C 10.360 7.459 3.749
O 9.582 7.143 2.585
C 9.370 8.285 1.894
O 8.903 8.330 0.801
O 9.755 9.361 2.615
H 10.883 9.495 4.354
H 9.167 9.090 4.573
H 11.408 7.273 3.523
H 10.060 6.835 4.586
C -12.506 -3.770 -3.339
C -11.247 -4.588 -3.143
O -10.501 -4.281 -4.328
C -10.922 -3.089 -4.803
O -10.392 -2.488 -5.682
O -12.037 -2.684 -4.150
H -12.928 -3.393 -2.411
H -13.277 -4.312 -3.891
H -10.668 -4.268 -2.278
H -11.423 -5.659 -3.082
C 12.266 4.612 -0.562
C 10.918 4.190 -0.011
O 11.154 4.205 1.401
C 12.182 5.042 1.651
O 12.501 5.410 2.738
O 12.789 5.415 0.503
H 12.199 5.196 -1.475
H 12.935 3.765 -0.722
H 10.130 4.909 -0.242
H 10.609 3.199 -0.331

5.
144
Properties=species:S:1:pos:R:3 method="wB97M-V/def2-TZVPD" gap_ev=3.2 e_above_lowest_kj_mol=0.0 total_charge=+1 fmax_ha_per_bohr=0.047 e_lumo_ev=-4.64 e_homo_ev=-7.87
C -0.568 1.439 0.765
C -1.684 1.802 1.724
C -1.179 2.950 2.614
C -2.866 2.356 0.915
C -2.231 0.627 2.600
C -3.170 1.047 3.553
C -3.796 0.142 4.393
C -3.584 -1.223 4.214
C -2.719 -1.734 3.240
C -2.855 -3.284 2.957
C -1.583 -4.107 2.865
C -3.695 -3.476 1.687
C -3.607 -3.988 4.102
C -1.890 -0.756 2.546
N -0.557 -1.119 2.114
C 0.584 -0.693 2.781
C 0.594 0.377 3.638
C 1.782 0.956 4.225
C 2.884 1.353 3.429
C 4.098 1.650 4.042
C 4.209 1.595 5.434
C 3.075 1.393 6.226
C 1.846 1.119 5.630
N 1.575 -1.622 2.524
C 2.839 -1.771 3.214
C 2.894 -2.037 4.626
C 1.760 -2.657 5.522
C 1.988 -2.379 7.011
C 1.769 -4.177 5.324
C 0.368 -2.151 5.235
C 4.140 -1.929 5.261
C 5.318 -1.996 4.530
C 5.243 -2.000 3.153
C 4.048 -1.659 2.491
C 4.304 -1.167 1.021
C 5.472 -0.163 1.049
C 3.187 -0.431 0.305
C 4.720 -2.380 0.182
C 1.117 -2.422 1.479
C -0.156 -2.068 1.197
H -0.893 0.729 -0.002
H -0.211 2.355 0.270
H 0.287 1.033 1.306
H -1.989 3.392 3.205
H -0.399 2.600 3.295
H -0.754 3.747 1.989
H -3.655 2.734 1.578
H -2.542 3.182 0.265
H -3.299 1.564 0.293
H -3.413 2.104 3.663
H -4.457 0.499 5.178
H -4.152 -1.867 4.882
H -0.992 -4.018 3.781
H -1.879 -5.162 2.761
H -0.975 -3.895 1.987
H -4.731 -3.157 1.875
H -3.306 -2.880 0.855
H -3.720 -4.534 1.382
H -4.662 -3.701 4.143
H -3.571 -5.077 3.970
H -3.121 -3.765 5.059
H -0.381 0.679 4.005
H 2.730 1.454 2.346
H 4.958 1.921 3.428
H 5.184 1.720 5.903
H 3.147 1.417 7.317
H 0.932 0.983 6.215
H 2.128 -1.306 7.189
H 1.098 -2.695 7.568
H 2.834 -2.950 7.408
H 1.573 -4.432 4.275
H 2.750 -4.586 5.596
H 1.006 -4.643 5.963
H 0.052 -2.372 4.215
H -0.357 -2.651 5.900
H 0.291 -1.077 5.424
H 4.227 -1.853 6.350
H 6.280 -2.030 5.038
H 6.158 -2.178 2.587
H 6.419 -0.635 1.329
H 5.605 0.289 0.058
H 5.263 0.637 1.769
H 2.344 -1.068 0.033
H 2.851 0.439 0.874
H 3.614 -0.044 -0.634
H 3.934 -3.142 0.198
H 4.893 -2.086 -0.863
H 5.638 -2.834 0.570
H 1.735 -3.187 1.040
H -0.830 -2.419 0.429
C 2.641 6.211 -4.324
N 1.314 5.872 -4.853
C 0.683 6.840 -5.678
C 0.649 6.705 -7.078
C 0.069 7.700 -7.867
C -0.493 8.833 -7.271
C -0.467 8.979 -5.877
C 0.135 8.003 -5.087
C 0.647 4.767 -4.329
C 0.623 4.560 -2.931
C -0.139 3.541 -2.394
C -0.723 2.535 -3.223
C -1.484 1.472 -2.670
C -1.690 0.214 -3.296
C -2.904 -0.526 -3.106
C -3.134 -1.702 -3.799
C -2.089 -2.298 -4.545
N -2.311 -3.478 -5.261
C -1.130 -4.203 -5.765
C -3.444 -3.552 -6.127
C -3.270 -3.245 -7.490
C -4.354 -3.268 -8.356
C -5.609 -3.684 -7.898
C -5.783 -4.026 -6.551
C -4.715 -3.932 -5.654
C -0.831 -1.653 -4.613
C -0.673 -0.382 -4.096
C -0.576 2.698 -4.639
C -0.020 3.847 -5.170
H 2.814 5.708 -3.370
H 3.416 5.883 -5.034
H 2.727 7.294 -4.188
H 1.105 5.821 -7.529
H 0.059 7.588 -8.956
H -0.957 9.599 -7.889
H -0.912 9.856 -5.404
H 0.187 8.116 -4.002
H 1.155 5.255 -2.280
H -0.261 3.467 -1.315
H -1.990 1.653 -1.718
H -3.672 -0.106 -2.452
H -4.104 -2.196 -3.771
H -1.464 -5.168 -6.159
H -0.636 -3.646 -6.572
H -0.420 -4.383 -4.949
H -2.275 -2.971 -7.845
H -4.212 -2.967 -9.396
H -6.448 -3.730 -8.593
H -6.759 -4.364 -6.198
H -4.840 -4.178 -4.600
H 0.001 -2.126 -5.137
H 0.269 0.150 -4.239
H -0.969 1.927 -5.302
H -0.049 4.039 -6.240

6.
23
Properties=species:S:1:pos:R:3 method="wB97M-V/def2-TZVPD" gap_ev="7.0 / 7.0" e_above_lowest_kj_mol=313.0 fmax_ha_per_bohr=0.070 e_lumo_ev="-1.63 / -1.63" e_homo_ev="-8.59 / -8.59"
C -2.581 -1.872 0.129
C -1.675 -2.759 -0.502
C -2.136 -0.611 0.541
C -0.366 -2.376 -0.564
C -0.824 -0.232 0.273
C 0.125 -1.164 -0.223
C -0.394 1.223 0.228
C 1.839 0.280 1.212
C 2.145 1.325 1.866
C 0.805 2.755 -1.006
O 2.152 2.155 2.668
O 2.173 0.196 -1.396
O 2.582 -1.826 -0.024
O 0.046 1.609 -0.904
S 1.843 -0.599 -0.229
H -3.617 -2.217 0.348
H -2.091 -3.805 -0.629
H -2.848 0.096 1.095
H 0.361 -3.086 -0.926
H -0.656 1.834 1.084
H 0.417 3.385 -1.737
H 1.915 2.481 -1.254
H 0.785 3.208 -0.049

7.
47
Properties=species:S:1:pos:R:3 method="wB97M-V/def2-TZVPD" gap_ev=9.2 e_above_lowest_kj_mol=54.9 fmax_ha_per_bohr=0.012 e_lumo_ev=0.55 smiles="COc1cccc(CCNC(=O)CCCC(=O)c2ccccc2)c1" e_homo_ev=-8.67
C -1.319 4.073 -4.107
O -0.684 3.336 -3.092
C 0.581 2.881 -3.311
C 1.306 3.065 -4.482
C 2.587 2.545 -4.579
C 3.151 1.844 -3.533
C 2.436 1.656 -2.353
C 3.017 0.842 -1.233
C 2.730 -0.652 -1.458
N 1.315 -0.929 -1.430
C 0.731 -1.683 -0.469
O 1.378 -2.277 0.371
C -0.784 -1.705 -0.569
C -1.431 -2.846 0.217
C -1.218 -2.718 1.725
C -1.959 -1.557 2.339
O -2.589 -0.757 1.680
C -1.902 -1.447 3.823
C -0.973 -2.128 4.608
C -0.984 -1.977 5.983
C -1.919 -1.156 6.592
C -2.844 -0.472 5.819
C -2.831 -0.614 4.446
C 1.157 2.174 -2.254
H -2.298 4.338 -3.709
H -1.449 3.478 -5.017
H -0.767 4.988 -4.346
H 0.891 3.608 -5.316
H 3.147 2.695 -5.491
H 4.150 1.445 -3.623
H 4.097 0.983 -1.186
H 2.583 1.144 -0.279
H 3.182 -1.251 -0.665
H 3.143 -0.963 -2.425
H 0.740 -0.391 -2.060
H -1.163 -0.753 -0.188
H -1.067 -1.779 -1.621
H -1.007 -3.795 -0.117
H -2.502 -2.850 0.004
H -0.148 -2.589 1.908
H -1.535 -3.634 2.228
H -0.229 -2.762 4.152
H -0.258 -2.504 6.584
H -1.925 -1.047 7.666
H -3.573 0.172 6.290
H -3.542 -0.087 3.826
H 0.579 2.057 -1.349

Repeat the second record exactly.
12
Properties=species:S:1:pos:R:3 method="wB97M-V/def2-TZVPD" gap_ev=8.8 e_above_lowest_kj_mol=193.9 fmax_ha_per_bohr=0.080 e_lumo_ev=0.98 smiles=Cc1ncc[nH]1 e_homo_ev=-7.79
C -1.882 0.244 0.054
C -0.438 0.345 -0.201
N 0.325 1.300 -0.504
C 1.567 0.808 0.009
C 1.638 -0.562 0.088
N 0.403 -1.087 0.015
H -2.327 1.236 0.112
H -2.052 -0.293 0.988
H -2.350 -0.330 -0.748
H 2.307 1.536 0.286
H 2.546 -1.144 0.151
H 0.264 -2.053 -0.251